A structure of composition C37H29F3InN3O5PS6 in a non-equilibrium geometry, computed with ωB97M-V/def2-TZVPD.

```
85
Properties=species:S:1:pos:R:3
In 1.159 -1.805 1.022
S 1.220 0.255 2.582
S 1.719 -0.747 4.224
S 3.445 -1.825 3.753
S 2.869 -3.243 2.464
O 1.173 6.295 -0.265
N 1.706 5.034 0.134
C 1.169 4.023 -0.384
C -0.129 4.098 -1.076
C -0.264 4.877 -2.289
C -1.420 4.678 -3.031
C -2.580 4.192 -2.445
C -2.526 3.770 -1.138
C -1.303 3.608 -0.444
P -1.199 2.843 1.246
C -1.688 4.236 2.303
C -1.402 5.623 1.955
C -1.460 6.611 2.921
C -2.074 6.384 4.156
C -2.371 5.044 4.520
C -2.107 4.012 3.625
C -2.650 1.761 1.397
C -3.910 2.345 1.543
C -5.070 1.617 1.831
C -4.994 0.218 1.909
C -3.751 -0.416 1.812
C -2.617 0.408 1.634
H 1.828 6.948 0.069
H 1.608 3.049 -0.131
H 0.544 5.567 -2.561
H -1.390 4.701 -4.111
H -3.564 4.269 -3.012
H -3.403 3.310 -0.741
H -0.932 5.781 0.969
H -1.086 7.613 2.670
H -2.220 7.155 4.926
H -2.954 4.819 5.432
H -2.166 2.913 3.936
H -3.843 3.444 1.541
H -6.035 2.111 1.918
H -5.870 -0.369 2.191
H -3.691 -1.483 1.991
H -1.575 0.028 1.734
N -2.191 -5.336 4.104
C -2.018 -3.847 4.021
C -1.133 -3.523 2.877
O -0.972 -4.420 1.906
O -0.521 -2.424 2.887
H -3.103 -5.555 4.526
H -1.498 -5.705 4.739
H -1.432 -5.232 2.261
H -1.625 -3.385 4.967
H -3.013 -3.386 3.929
O 2.645 -4.987 -1.500
S 1.451 -5.187 -0.702
O 1.454 -6.024 0.473
N 0.790 -3.689 -0.271
C -0.324 -3.293 -0.940
S -1.071 -1.768 -0.725
C -0.788 -4.283 -1.842
C -1.784 -4.321 -2.831
C -1.988 -5.446 -3.587
C -1.289 -6.634 -3.284
C -0.362 -6.704 -2.260
C 0.016 -5.473 -1.720
H -2.362 -3.384 -2.969
H -2.658 -5.382 -4.380
H -1.621 -7.525 -3.779
H 0.015 -7.624 -1.817
F 8.006 -1.949 -4.976
C 7.629 -0.644 -4.843
F 8.648 0.002 -4.206
F 7.443 -0.044 -6.072
C 6.342 -0.518 -4.071
C 5.415 -1.517 -4.213
C 4.381 -1.597 -3.302
C 4.122 -0.582 -2.381
C 4.988 0.604 -2.408
C 6.131 0.560 -3.208
C 3.079 -0.687 -1.424
C 2.127 -0.800 -0.619
H 5.469 -2.287 -4.983
H 3.816 -2.510 -3.268
H 4.719 1.454 -1.749
H 6.871 1.299 -3.137
```

## Properties
E_tot ... -141172.70706 eV
Net charge ... -1
HOMO-LUMO gap ... 0.2066 Ha
HOMO level ... -4.150 eV

Atomic partial charges in e from the Löwdin method, atoms 1 to 5: atom 1 (In): 0.20, atom 2 (S): -0.01, atom 3 (S): -0.14, atom 4 (S): -0.15, atom 5 (S): -0.03

A structure of composition C37H30AsCl5MoN7O5PS8 in a non-equilibrium geometry, computed with ωB97M-V/def2-TZVPD.

```
95
Properties=species:S:1:pos:R:3
Mo -1.101 0.848 0.588
S -2.300 -1.297 3.268
As -2.757 0.904 4.007
S -1.930 2.254 2.344
S -0.577 -0.961 2.234
S -1.468 1.033 5.654
Cl -0.561 -3.006 -6.461
C -0.638 -2.276 -4.905
C 0.510 -1.814 -4.278
Cl 2.014 -1.886 -5.115
C 0.461 -1.293 -2.988
Cl 1.922 -0.663 -2.317
C -0.744 -1.232 -2.225
O -0.798 -0.921 -0.965
C -1.903 -1.587 -2.975
Cl -3.415 -1.302 -2.218
C -1.858 -2.119 -4.252
Cl -3.309 -2.591 -5.041
S 4.021 2.618 5.295
C 3.386 2.983 6.844
C 2.029 3.026 6.837
C 1.476 2.747 5.564
C 2.424 2.500 4.614
C 2.243 2.247 3.190
C 1.057 1.666 2.715
N 0.763 1.528 1.419
C 1.690 2.005 0.543
C 2.942 2.521 0.918
C 3.816 2.987 -0.119
C 3.456 2.946 -1.420
C 2.173 2.449 -1.818
C 1.729 2.372 -3.134
C 0.463 1.853 -3.397
C -0.342 1.506 -2.313
N 0.048 1.559 -1.043
C 1.305 1.998 -0.807
C -0.020 1.630 -4.756
C -1.196 1.062 -5.167
C -1.299 0.948 -6.574
C -0.207 1.434 -7.220
S 0.969 2.024 -6.127
C 3.220 2.623 2.275
H 4.055 3.160 7.671
H 1.429 3.253 7.705
H 0.413 2.739 5.371
H 0.335 1.310 3.438
H 4.781 3.383 0.172
H 4.122 3.307 -2.193
H 2.368 2.691 -3.948
H -1.345 1.148 -2.491
H -1.980 0.738 -4.497
H -2.149 0.512 -7.075
H -0.020 1.485 -8.280
H 4.160 3.037 2.616
N 2.607 -3.752 -0.311
C 1.163 -4.124 -0.330
P 0.398 -2.852 0.898
O 0.827 -3.626 2.237
O 1.440 -1.785 0.650
C -1.388 -3.435 0.631
N -1.748 -4.187 1.825
H 3.086 -3.826 -1.203
H 3.109 -4.246 0.421
H 2.480 -2.698 0.018
H 1.010 -5.159 -0.034
H 0.759 -3.971 -1.328
H -1.365 -4.109 -0.229
H -2.050 -2.600 0.405
H -2.060 -3.545 2.549
H 0.058 -4.112 2.600
H -2.533 -4.797 1.629
N -6.031 -6.084 0.050
C -5.776 -4.757 0.334
C -5.273 -4.377 1.583
C -4.958 -3.056 1.842
C -5.143 -2.100 0.856
C -5.695 -2.453 -0.369
C -5.990 -3.773 -0.639
S -4.966 -0.377 1.226
O -4.966 -0.253 2.652
O -6.059 0.257 0.526
N -3.527 0.175 0.572
C -3.637 1.245 -0.247
S -5.044 1.990 -0.964
C -4.009 3.189 -1.686
C -2.727 2.994 -1.349
N -2.515 1.886 -0.556
H -6.192 -6.696 0.832
H -6.611 -6.264 -0.751
H -5.175 -5.121 2.364
H -4.601 -2.742 2.812
H -5.932 -1.684 -1.090
H -6.427 -4.051 -1.590
H -4.425 3.978 -2.289
H -1.885 3.605 -1.638
```

## Properties
E_tot ... -280804.97179 eV
Net charge ... 0
HOMO-LUMO gap (alpha / beta) ... 0.1833 / 0.1631 Ha
HOMO level (alpha / beta) ... -6.156 / -6.125 eV
Energy relative to the best compared isomer or geometry (same formula, charge and spin) ... 3.306 eV
2S+1 ... 3

Atomic partial charges in e from the Löwdin method, atoms 1 to 5: atom 1 (Mo): 1.30, atom 2 (S): 0.05, atom 3 (As): 0.17, atom 4 (S): 0.07, atom 5 (S): 0.20